Entry 1:
A structure of composition C18H15BrRu in a non-equilibrium geometry, computed with ωB97M-V/def2-TZVPD.

## Properties
HOMO-LUMO gap (spin up / spin down)   8.03 / 6.08 eV
HOMO energy (spin up / spin down)   -7.74 / -7.97 eV
Maximum force   4.35 eV/Å
LUMO energy (spin up / spin down)   0.011 / -0.069 Eh
Relative energy (zero: lowest compared OMol25 entry of this formula, charge and spin)   0.000 eV

ORCA input file:
```
! wB97M-V def2-TZVPD RIJCOSX def2/J DEFGRID3
* xyz 0 5
C 3.6111 0.1183 0.4577
C 3.5108 1.4879 0.0124
C 2.7210 2.2199 0.9982
H 3.8552 1.9176 -0.9146
C 2.2190 1.2498 1.9304
C 2.8758 -0.0084 1.6627
H 2.7753 -0.9014 2.2793
H 4.0715 -0.7127 -0.0784
H 2.5993 3.2895 1.0595
H 1.5045 1.4598 2.7202
Ru 1.2930 1.0651 -0.1537
Br 0.5648 0.3768 -2.3392
C 0.6914 -3.3383 -0.7326
C 1.3677 -3.5326 0.5083
C 2.7516 -3.7046 0.2211
H 0.9366 -3.4113 1.4934
C 2.9280 -3.5715 -1.1870
C 1.6437 -3.4771 -1.7942
H 1.4369 -3.3316 -2.8525
H -0.3162 -2.9450 -0.8206
H 3.5014 -4.0414 0.9304
H 3.8744 -3.6402 -1.7068
C -0.4234 1.0777 0.4335
C -1.6707 1.0303 0.6823
C -2.9792 1.2980 0.2459
C -3.8205 1.9824 1.1598
C -4.9600 2.6292 0.7012
C -5.3582 2.4899 -0.6403
C -4.6202 1.6788 -1.5192
C -3.4628 1.0412 -1.0772
H -3.5037 2.0259 2.2009
H -5.5347 3.2487 1.3945
H -6.2498 3.0074 -0.9913
H -4.9441 1.5508 -2.5558
H -2.8897 0.3712 -1.7284
*
```

Entry 2:
A cluster of 2 separate species, CH3ClO2S in total in a non-equilibrium geometry, computed with ωB97M-V/def2-TZVPD.

## Properties
Structure (SMILES)   O=CO.SCl
HOMO-LUMO gap   9.50 eV
HOMO energy   -9.77 eV
Maximum force   2.89 eV/Å
LUMO energy   -0.010 Eh
Relative energy (zero: lowest compared OMol25 entry of this formula, charge and spin)   1.064 eV

ORCA input file:
```
! wB97M-V def2-TZVPD RIJCOSX def2/J DEFGRID3
* xyz 0 1
C -1.9098 1.2048 0.1808
O -2.2677 1.3902 -0.9564
O -1.0695 0.3228 0.7177
S 2.9929 -0.8151 -0.2765
Cl 3.4799 -2.7170 -0.7055
H -0.5518 -0.2172 0.1653
H -2.3707 1.8726 1.0300
H 1.6967 -1.0411 -0.1554
*
```

Entry 3:
A structure of composition C3H2AgO3 in a non-equilibrium geometry, computed with ωB97M-V/def2-TZVPD.

## Properties
HOMO-LUMO gap (spin up / spin down)   7.16 / 7.16 eV
HOMO energy (spin up / spin down)   -13.25 / -13.25 eV
Maximum force   5.16 eV/Å
LUMO energy (spin up / spin down)   -0.224 / -0.224 Eh
Relative energy (zero: lowest compared OMol25 entry of this formula, charge and spin)   2.230 eV

ORCA input file:
```
! wB97M-V def2-TZVPD RIJCOSX def2/J DEFGRID3
* xyz 1 1
C 1.1621 0.4732 -0.8239
C 1.2071 0.3389 0.5625
O 0.1568 0.2583 1.2206
C -1.3391 0.0410 -0.1550
O -0.8346 0.2874 -1.2416
O -1.9177 -0.7863 0.4670
Ag -1.4099 -1.7548 2.5629
H 1.6259 -0.3411 -1.3903
H 1.3494 1.4833 -1.2021
*
```

Entry 4:
A cluster of 2 separate species, C6H7ClNPS in total in a non-equilibrium geometry, computed with ωB97M-V/def2-TZVPD.

## Properties
HOMO-LUMO gap   8.11 eV
HOMO energy   -9.11 eV
Maximum force   5.46 eV/Å
LUMO energy   -0.037 Eh
Relative energy (zero: lowest compared OMol25 entry of this formula, charge and spin)   0.000 eV

ORCA input file:
```
! wB97M-V def2-TZVPD RIJCOSX def2/J DEFGRID3
* xyz 0 1
C -1.0016 2.2660 -0.5101
C -0.5752 1.5788 -1.6377
C -1.1247 1.6429 0.6996
C -0.0687 0.3109 -1.5761
C -0.6830 0.3423 0.8266
C -0.1693 -0.3527 -0.3119
N 1.6899 -1.9120 2.0860
P 0.5082 -1.9968 -0.0574
S 1.1879 -2.9808 -1.5179
Cl -1.0501 -2.9154 0.7924
H -1.0945 3.3505 -0.7163
H -0.6100 2.0974 -2.6322
H -1.1602 2.3373 1.5447
H 0.1890 -0.0900 -2.4974
H -0.4570 -0.2208 1.7885
H 2.5412 -2.4495 1.8171
H 1.8781 -1.0080 1.9020
*
```

Entry 5:
A structure of composition C15H24I2N7O2PtS in a non-equilibrium geometry, computed with ωB97M-V/def2-TZVPD.

## Properties
HOMO-LUMO gap (spin up / spin down)   2.99 / 2.99 eV
HOMO energy (spin up / spin down)   -15.35 / -15.35 eV
Maximum force   3.92 eV/Å
LUMO energy (spin up / spin down)   -0.454 / -0.454 Eh
Relative energy (zero: lowest compared OMol25 entry of this formula, charge and spin)   1.827 eV

ORCA input file:
```
! wB97M-V def2-TZVPD RIJCOSX def2/J DEFGRID3
* xyz 3 1
Pt 0.6386 -0.0576 -0.2862
C 2.0963 0.1827 2.5174
C 3.0706 0.5534 1.4068
N 2.7826 -0.1471 0.1403
C 3.1944 -1.5591 0.0129
C 2.2800 -2.4757 0.8084
N 0.8693 -2.1539 0.5171
C -0.0818 -2.2956 1.6309
C -0.0659 -1.0685 2.5733
N 0.7138 0.0543 2.0159
H 2.3895 -0.7460 2.9986
H 2.1537 0.9562 3.2841
H 2.9996 1.6203 1.1980
H 4.0891 0.3442 1.7446
H 3.2032 0.3816 -0.6192
H 3.1245 -1.8155 -1.0449
H 4.2309 -1.6949 0.3324
H 2.5079 -3.5094 0.5416
H 2.4531 -2.3834 1.8764
H 0.5497 -2.6780 -0.2913
H -1.0761 -2.3835 1.1976
H 0.1132 -3.2066 2.2005
H -1.0979 -0.7482 2.7010
H 0.3229 -1.3322 3.5575
H 0.2162 0.9225 2.1789
S 0.7880 2.0709 -1.4009
C 0.0864 3.2019 -0.3043
N -0.1666 4.4481 -0.7812
C -0.7124 5.4184 -0.0198
C -1.0190 5.1440 1.2806
C -0.7377 3.8519 1.7286
N -0.2002 2.9063 0.9626
H 0.0712 4.6494 -1.7467
H -0.8898 6.3774 -0.4874
H -1.4635 5.8853 1.9268
H -0.9580 3.5730 2.7527
C -4.8126 -1.3912 -1.0702
N -3.4300 -1.2272 -1.5330
C -3.0839 -1.5363 -2.7995
C -1.8069 -1.4625 -3.2658
C -0.8072 -1.0423 -2.3548
O 0.4533 -0.9361 -2.5765
N -1.1921 -0.7113 -1.0990
C -2.4671 -0.7981 -0.6042
O -2.7362 -0.5432 0.5486
H -5.5002 -0.9629 -1.7957
H -4.9252 -0.8918 -0.1155
H -5.0456 -2.4480 -0.9435
H -3.8923 -1.8604 -3.4426
H -1.5513 -1.7110 -4.2828
I 1.6436 -1.8990 -4.7720
I 2.6779 -2.8656 -6.9972
*
```

Entry 6:
A cluster of 2 separate species, C4H8O2 in total in a non-equilibrium geometry, computed with ωB97M-V/def2-TZVPD.

## Properties
Structure (SMILES)   C=C/C=C/O.O
HOMO-LUMO gap   8.66 eV
HOMO energy   -8.26 eV
Maximum force   1.40 eV/Å
LUMO energy   0.015 Eh
Relative energy (zero: lowest compared OMol25 entry of this formula, charge and spin)   2.521 eV

ORCA input file:
```
! wB97M-V def2-TZVPD RIJCOSX def2/J DEFGRID3
* xyz 0 1
C -1.7728 2.4926 0.1593
C -0.6949 1.7146 -0.0233
C -0.7063 0.4274 -0.6962
C 0.4000 -0.3146 -0.6715
O 0.5865 -1.4014 -1.4614
H -1.8624 3.2696 0.9066
H -2.6397 2.3773 -0.4905
H 0.2265 2.1023 0.4029
H -1.6944 0.2621 -1.1020
H 1.2710 -0.0481 -0.0790
H 1.4854 -1.7420 -1.4656
H 0.9170 -2.1314 1.4035
H 2.2005 -1.5320 1.9711
O 1.4783 -2.1331 2.1657
*
```